Version A
One molecule with the formula C3H6N4. Source: the OMol25 dataset; level of theory: the ωB97M-V functional and the def2-TZVPD basis.

```
13
C3H6N4 (the ωB97M-V functional and the def2-TZVPD basis)
C 0.51 0.10 0.29
N 1.16 0.46 1.45
N 1.27 -0.74 -0.54
C -0.49 0.96 -0.23
C -1.65 0.48 -0.82
N -1.16 -1.67 -0.19
N -1.74 -0.89 -0.87
H 2.04 0.01 1.63
H 0.60 0.66 2.26
H 1.37 -1.69 -0.19
H 0.93 -0.78 -1.49
H -0.41 2.03 -0.04
H -2.42 1.07 -1.27
```

Calculated values
Kohn-Sham gap (spin up / spin down)	7.293 / 7.231	eV

Version B
One molecule with the formula C3H6N4. Source: the OMol25 dataset; level of theory: the ωB97M-V functional and the def2-TZVPD basis.

```
13
C3H6N4 (the ωB97M-V functional and the def2-TZVPD basis)
H -2.22 -1.53 0.51
N -1.29 -2.03 0.14
C -0.12 -1.49 -0.14
N 0.08 -0.08 -0.11
C 1.39 0.37 -0.11
N 2.56 -0.24 0.16
H 3.28 0.64 0.46
C -0.97 0.70 -0.02
N -1.18 1.99 0.06
H -2.12 2.17 0.14
H 0.73 -2.04 -0.53
H 1.68 1.61 -0.28
H -1.81 -0.07 -0.28
```

Calculated values
SMILES	[H]/N=C\N(/C=N/[H])/C=N/[H]
Kohn-Sham gap	10.148	eV

Version C
One molecule with the formula C3H6N4. Source: the OMol25 dataset; level of theory: the ωB97M-V functional and the def2-TZVPD basis.

```
13
C3H6N4 (the ωB97M-V functional and the def2-TZVPD basis)
C -1.43 -0.83 0.02
C 0.01 -0.53 -0.09
C 1.15 -1.25 -0.07
N 2.23 -0.43 -0.02
N 1.76 0.81 0.09
N 0.44 0.73 -0.09
N -0.32 1.99 -0.10
H -1.55 -1.97 -0.05
H -1.80 -0.58 1.05
H -2.11 -0.50 -0.78
H 1.32 -2.35 -0.17
H -0.09 2.23 0.94
H 0.40 2.67 -0.73
```

Calculated values
SMILES	Cc1cnnn1N
Kohn-Sham gap	10.368	eV

The least stable of them is version B.

Version A
C5H7FO as an isolated structure. Source: the OMol25 dataset; level of theory: the ωB97M-V functional and the def2-TZVPD basis.

```
14
C5H7FO (the ωB97M-V functional and the def2-TZVPD basis)
C 0.27 0.53 -0.08
C -0.27 -0.47 1.03
C -1.36 -0.60 0.02
C -0.55 -0.04 -1.10
C 1.77 0.47 0.07
H 0.41 -1.31 1.00
H 0.11 -0.04 2.22
H -1.71 -1.67 -0.18
H -2.16 0.25 0.18
H -1.07 1.00 -1.58
H -0.07 -0.71 -1.80
H 2.51 1.22 0.45
O 2.31 -0.51 -0.34
F -0.19 1.88 0.10
```

Calculated values
Kohn-Sham gap	10.610	eV

Version B
C5H7FO as an isolated structure. Source: the OMol25 dataset; level of theory: the ωB97M-V functional and the def2-TZVPD basis.

```
14
C5H7FO (the ωB97M-V functional and the def2-TZVPD basis)
C -0.44 1.16 1.23
C 1.26 -2.19 0.02
C 0.04 0.23 0.40
C 1.15 -1.26 0.93
C -1.06 1.04 -1.54
O -0.19 0.12 -0.91
F 1.21 -1.13 2.23
H -1.10 1.94 1.00
H -0.20 1.12 2.20
H 1.78 -3.11 0.30
H 0.98 -1.92 -0.92
H -0.39 2.01 -1.40
H -1.84 1.20 -0.87
H -1.20 0.78 -2.66
```

Calculated values
Kohn-Sham gap	9.917	eV

Version C
One molecule with the formula C5H7FO. Source: the OMol25 dataset; level of theory: the ωB97M-V functional and the def2-TZVPD basis.

```
14
C5H7FO (the ωB97M-V functional and the def2-TZVPD basis)
O -2.05 -0.47 -0.50
C -0.95 -0.23 0.32
C 0.20 -1.08 0.02
C 1.50 -0.07 -0.01
C 0.91 1.27 -0.44
C -0.38 1.08 -0.01
F -1.11 2.24 0.08
H -2.78 -1.09 -0.04
H -1.22 -0.15 1.45
H 0.02 -1.41 -1.01
H 0.23 -1.94 0.56
H 2.08 0.20 0.97
H 2.26 -0.57 -0.70
H 1.31 2.22 -0.68
```

Calculated values
SMILES	O[C@H]1CCC=C1F
Kohn-Sham gap	9.609	eV

The least stable of them is version B.

Version A
One molecule with the formula C4H4S2. Source: the OMol25 dataset; level of theory: the ωB97M-V functional and the def2-TZVPD basis.

```
10
C4H4S2 (the ωB97M-V functional and the def2-TZVPD basis)
C 0.61 -1.35 -0.02
C -0.73 -1.31 -0.06
S -1.66 -0.02 -0.60
C -0.65 1.33 -0.05
C 0.67 1.31 -0.04
S 1.61 -0.07 -0.60
H 1.21 -2.13 0.37
H -1.23 -2.15 0.39
H -1.12 2.21 0.39
H 1.32 2.17 0.23
```

Calculated values
SMILES	C1=CSC=CS1
Kohn-Sham gap	8.704	eV

Version B
A 2-piece molecular cluster, C4H4S2 overall. Source: the OMol25 dataset; level of theory: the ωB97M-V functional and the def2-TZVPD basis.

```
10
C4H4S2 (the ωB97M-V functional and the def2-TZVPD basis)
C 0.89 0.04 1.78
C 0.92 0.12 0.59
C -2.32 0.01 -0.02
C 1.07 -0.10 -0.81
S -2.33 1.56 -0.21
S -2.39 -1.53 -0.20
H 0.66 0.31 2.75
H 1.16 -1.06 -1.15
H 1.97 0.22 -1.24
H 0.36 0.42 -1.50
```

Calculated values
Kohn-Sham gap	9.384	eV

The least stable of them is version B.

Version A
A 2-piece molecular cluster, CH7N2O2P overall. Source: the OMol25 dataset; level of theory: the ωB97M-V functional and the def2-TZVPD basis.

```
13
CH7N2O2P (the ωB97M-V functional and the def2-TZVPD basis)
N -1.40 -1.20 0.27
P -1.78 0.46 0.51
N -1.99 0.71 -1.20
O -0.34 1.04 1.02
H -1.84 -1.63 -0.52
H -1.33 -1.81 1.06
H -2.86 0.37 -1.56
H -1.28 0.12 -1.61
H 0.34 0.83 0.36
C 3.09 0.26 0.40
O 2.18 0.14 -0.38
H 4.14 0.78 0.21
H 3.06 -0.08 1.43
```

Calculated values
SMILES	NP(N)O.C=O
Kohn-Sham gap	8.817	eV

Version B
CH7N2O2P as an isolated structure. Source: the OMol25 dataset; level of theory: the ωB97M-V functional and the def2-TZVPD basis.

```
13
CH7N2O2P (the ωB97M-V functional and the def2-TZVPD basis)
C 1.49 -1.04 0.43
N 0.58 1.52 0.24
N 0.24 0.22 -0.35
O -2.01 1.00 -0.27
O -1.57 -1.45 -1.04
P -1.27 -0.41 0.24
H 1.99 -1.46 -0.42
H 2.11 -0.21 0.94
H 1.06 -1.77 1.10
H 1.47 1.76 -0.01
H -0.07 1.90 0.88
H -2.89 1.21 0.11
H -1.11 -1.25 -1.85
```

Calculated values
Kohn-Sham gap	8.957	eV

Version C
One molecule with the formula CH7N2O2P. Source: the OMol25 dataset; level of theory: the ωB97M-V functional and the def2-TZVPD basis.

```
13
CH7N2O2P (the ωB97M-V functional and the def2-TZVPD basis)
C 0.10 1.69 -1.04
N -0.40 0.32 -1.00
P -0.21 -0.76 0.22
N -0.47 -1.21 2.26
O -1.16 -2.04 -0.26
O 1.29 -1.46 0.25
H 0.26 2.08 0.05
H 1.09 1.68 -1.66
H -0.67 2.29 -1.44
H -0.59 -0.31 2.69
H -1.37 -1.71 2.30
H -1.62 -1.87 -0.98
H 0.98 -2.19 0.84
```

Calculated values
SMILES	CN=P(N)(O)O
Kohn-Sham gap	8.834	eV

The least stable of them is version B.

Version A
A 2-piece molecular cluster, C3H5NO overall. Source: the OMol25 dataset; level of theory: the ωB97M-V functional and the def2-TZVPD basis.

```
10
C3H5NO (the ωB97M-V functional and the def2-TZVPD basis)
C -0.26 -0.92 -0.39
C -1.30 -0.28 0.15
C 0.93 -0.19 -0.07
N 0.54 0.92 0.85
O -0.94 0.80 0.89
H -0.36 -1.70 -1.25
H -2.45 -0.45 0.10
H 1.85 -0.71 0.36
H 1.24 0.66 -1.30
H 0.77 1.88 0.67
```

Calculated values
Kohn-Sham gap	8.693	eV

Version B
One molecule with the formula C3H5NO. Source: the OMol25 dataset; level of theory: the ωB97M-V functional and the def2-TZVPD basis.

```
10
C3H5NO (the ωB97M-V functional and the def2-TZVPD basis)
C -0.97 -0.11 -0.15
C 0.74 0.05 -0.03
C 1.66 1.06 0.12
O 2.67 0.00 -0.04
N 1.61 -1.00 -0.14
H -1.06 -0.88 0.70
H -1.41 0.88 -0.09
H -1.00 -0.57 -1.04
H 1.90 2.08 0.01
H 1.60 -1.72 0.60
```

Calculated values
SMILES	Cc1co[nH]1
Kohn-Sham gap	9.559	eV

Version C
One molecule with the formula C3H5NO. Source: the OMol25 dataset; level of theory: the ωB97M-V functional and the def2-TZVPD basis.

```
10
C3H5NO (the ωB97M-V functional and the def2-TZVPD basis)
C 1.05 -0.71 0.34
O 0.56 0.61 0.62
C -0.68 1.07 0.05
C -1.24 -0.01 -0.77
N -1.27 -1.06 -1.24
H 1.12 -1.31 1.25
H 2.01 -0.67 -0.20
H 0.37 -1.24 -0.32
H -0.51 1.96 -0.57
H -1.39 1.35 0.84
```

Calculated values
SMILES	COCC#N
Kohn-Sham gap	11.246	eV

Version D
One molecule with the formula C3H5NO. Source: the OMol25 dataset; level of theory: the ωB97M-V functional and the def2-TZVPD basis.

```
10
C3H5NO (the ωB97M-V functional and the def2-TZVPD basis)
O 0.16 -1.84 0.08
C 0.04 -0.65 0.02
C -1.02 0.38 0.42
C -0.02 1.45 -0.11
N 0.88 0.35 -0.42
H -1.99 0.29 -0.07
H -1.17 0.44 1.50
H 0.33 2.16 0.63
H -0.35 2.01 -1.00
H 1.82 0.34 -0.78
```

Calculated values
SMILES	O=C1CCN1
Kohn-Sham gap	10.856	eV

The least stable of them is version B.

Version A
A 2-piece molecular cluster, C10H13NO overall. Source: the OMol25 dataset; level of theory: the ωB97M-V functional and the def2-TZVPD basis.

```
25
C10H13NO (the ωB97M-V functional and the def2-TZVPD basis)
C -2.08 0.47 -2.75
C -1.37 0.34 -1.42
C -1.94 -0.21 -0.31
N -0.96 -0.12 0.73
C 0.17 0.46 0.22
C 1.43 0.63 0.86
C 2.24 1.46 0.16
C 2.07 1.88 -1.17
C 0.89 1.57 -1.83
C -0.05 0.79 -1.10
H -1.52 1.03 -3.50
H -2.96 1.08 -2.56
H -2.25 -0.53 -3.14
H -2.94 -0.32 0.06
H -1.18 -0.26 1.69
H 1.53 0.46 1.92
H 3.29 1.60 0.44
H 2.76 2.37 -1.86
H 0.69 1.83 -2.86
C 0.71 -2.55 2.76
O -0.54 -1.94 3.11
H 0.61 -3.12 1.85
H 1.51 -1.81 2.73
H 0.98 -3.16 3.63
H -1.08 -1.95 2.34
```

Calculated values
SMILES	Cc1c[nH]c2ccccc12.CO
Kohn-Sham gap	8.796	eV

Version B
C10H13NO as an isolated structure. Source: the OMol25 dataset; level of theory: the ωB97M-V functional and the def2-TZVPD basis.

```
25
C10H13NO (the ωB97M-V functional and the def2-TZVPD basis)
C -3.21 -0.68 0.37
C -2.75 -0.45 1.64
C -2.57 -0.31 -0.75
C -1.47 0.19 1.72
C -1.32 0.36 -0.69
C -0.80 0.66 0.60
C 1.49 -1.08 -0.20
C 2.46 -2.20 -0.14
C 0.89 2.54 -0.25
C 0.50 1.39 0.68
N 1.87 0.07 0.13
O 2.95 0.49 0.38
H -4.27 -0.97 0.28
H -3.33 -0.74 2.48
H -2.90 -0.55 -1.74
H -1.21 0.43 2.72
H -0.79 0.75 -1.57
H 0.54 -1.49 -0.44
H 3.43 -1.70 -0.15
H 2.41 -2.92 -0.90
H 2.48 -2.72 0.78
H 0.41 3.46 0.03
H 2.00 2.57 -0.42
H 0.50 2.18 -1.20
H 0.86 1.61 1.68
```

Calculated values
Kohn-Sham gap (spin up / spin down)	8.736 / 8.738	eV

The least stable of them is version B.

Version A
A 2-piece molecular cluster, C10H13NO overall. Source: the OMol25 dataset; level of theory: the ωB97M-V functional and the def2-TZVPD basis.

```
25
C10H13NO (the ωB97M-V functional and the def2-TZVPD basis)
C 1.49 -1.51 -1.46
C 1.17 -0.13 -0.92
C 1.08 0.90 -1.85
C 0.70 2.16 -1.41
C 0.37 2.29 -0.08
C 0.54 1.30 0.88
C 0.94 0.07 0.45
C 1.00 -1.08 1.40
H 0.63 -2.08 -1.52
H 2.11 -2.09 -0.81
H 2.08 -1.40 -2.43
H 1.21 0.93 -2.96
H 0.77 3.00 -2.06
H 0.28 3.29 0.34
H 0.23 1.56 1.93
H 1.90 -1.54 1.80
H 0.60 -1.92 0.82
H 0.25 -0.83 2.17
C -2.67 0.31 1.31
N -2.49 -0.63 0.35
C -2.23 -1.68 -0.10
O -2.03 -2.74 -0.57
H -2.17 1.16 0.90
H -3.72 0.54 1.44
H -2.04 0.12 2.39
```

Calculated values
SMILES	Cc1ccccc1C.CN=C=O
Kohn-Sham gap	9.661	eV

Version B
A 2-piece molecular cluster, C10H13NO overall. Source: the OMol25 dataset; level of theory: the ωB97M-V functional and the def2-TZVPD basis.

```
25
C10H13NO (the ωB97M-V functional and the def2-TZVPD basis)
C 1.52 1.88 -1.99
C 0.98 0.77 -1.14
C 0.43 -0.38 -1.59
N 0.05 -1.21 -0.55
C 0.54 -0.64 0.62
C 0.21 -0.92 1.95
C 0.71 -0.08 2.93
C 1.55 0.98 2.58
C 1.65 1.43 1.28
C 1.08 0.61 0.29
H 0.79 2.65 -2.26
H 1.90 1.47 -2.92
H 2.29 2.38 -1.41
H 0.23 -0.72 -2.60
H 0.02 -2.20 -0.72
H -0.36 -1.80 2.21
H 0.45 -0.30 3.95
H 2.04 1.55 3.36
H 2.06 2.39 1.01
C -3.22 -1.00 -0.82
O -2.59 -2.14 -1.37
H -4.06 -0.73 -1.45
H -2.57 -0.16 -0.92
H -3.56 -1.19 0.20
H -2.12 -2.61 -0.67
```

Calculated values
SMILES	Cc1c[nH]c2ccccc12.CO
Kohn-Sham gap	8.635	eV

The least stable of them is version A.